Below is a 7-piece molecular cluster, C41H36NO27S overall, with properties calculated with ωB97M-V/def2-TZVPD.

Geometry as ORCA input:
```
! wB97M-V def2-TZVPD RIJCOSX def2/J DEFGRID3
* xyz 1 1
C -5.02381 1.32680 4.03988
S -4.99077 -0.42913 3.58584
O -5.04178 -1.26083 4.76361
O -6.16915 -0.66407 2.78508
C -3.55175 -0.92689 2.54598
C -2.97765 0.22819 1.63527
N -1.59001 0.56414 2.06120
C -1.39871 0.60231 3.53858
C -1.89107 -0.70897 4.22485
O -2.53160 -1.58588 3.28774
H -5.13412 1.98100 3.15002
H -5.94693 1.45714 4.63565
H -4.12223 1.65819 4.58322
H -3.92220 -1.69328 1.83845
H -3.61564 1.13300 1.68989
H -2.99054 -0.06232 0.56831
H -0.96296 -0.10096 1.58846
H -1.33372 1.50538 1.70958
H -2.00152 1.43630 3.94145
H -0.31895 0.76187 3.71210
H -2.56556 -0.53476 5.08932
H -1.01612 -1.25044 4.63249
C 1.73714 2.11146 1.13379
C 3.04742 1.94271 0.94009
C 3.73651 2.52040 -0.25911
O 4.93132 2.35845 -0.38472
C 2.92191 3.25280 -1.22766
C 1.60761 3.41338 -1.03101
C 0.93685 2.85534 0.18205
O -0.26174 3.01738 0.35767
O 0.84320 4.07678 -1.91302
O 3.79688 1.25603 1.80107
H 1.22800 1.70082 1.99523
H 3.42505 3.64894 -2.09698
H -0.07155 4.07053 -1.56443
H 4.70457 1.27820 1.43533
C -1.77114 -5.41295 6.93448
C -2.61651 -6.02985 7.77043
C -4.07190 -5.67372 7.81830
O -4.80134 -6.27500 8.58065
C -4.54603 -4.60760 6.94063
C -3.69975 -3.99117 6.10861
C -2.25137 -4.36635 6.04356
O -1.52271 -3.78259 5.25448
O -4.10145 -3.00666 5.29127
O -2.20853 -6.99018 8.60032
H -0.71997 -5.66200 6.88983
H -5.59389 -4.34701 6.99543
H -3.30433 -2.74036 4.79796
H -3.00520 -7.27168 9.09183
C 2.54658 1.67640 -6.77351
C 2.35118 1.46939 -5.47107
C 3.48523 1.46456 -4.49916
O 3.24837 1.28777 -3.31377
C 4.83283 1.66716 -5.01317
C 5.03359 1.87189 -6.32136
C 3.89321 1.90320 -7.29191
O 4.12166 2.10990 -8.46576
O 6.25429 2.05796 -6.82503
O 1.12372 1.25359 -4.96220
H 1.73280 1.68285 -7.48492
H 5.64626 1.64389 -4.30096
H 6.12799 2.18412 -7.78592
H 1.25714 1.13583 -4.00293
C 2.58341 -4.51000 2.14143
C 1.75181 -3.49695 1.88468
C 2.03431 -2.10874 2.36978
O 1.25067 -1.20506 2.09478
C 3.23463 -1.88731 3.15821
C 4.07029 -2.90178 3.42212
C 3.80354 -4.28667 2.91534
O 4.59703 -5.16856 3.16345
O 5.17393 -2.73032 4.14326
O 0.62378 -3.67306 1.17933
H 2.39122 -5.51599 1.79505
H 3.41739 -0.88358 3.51587
H 5.60220 -3.60858 4.18819
H 0.20454 -2.79661 1.13189
C -3.93779 7.82648 -1.87855
C -3.48749 6.70219 -1.31624
C -2.40977 5.88439 -1.95261
O -2.02148 4.87188 -1.38409
C -1.87086 6.32790 -3.22808
C -2.32140 7.45369 -3.79868
C -3.38258 8.28934 -3.14947
O -3.74615 9.30991 -3.69420
O -1.85056 7.88516 -4.96629
O -3.97569 6.24736 -0.15175
H -4.71496 8.42705 -1.42667
H -1.10409 5.71696 -3.68476
H -2.33384 8.71302 -5.15873
H -3.48289 5.42705 0.03412
C 2.71491 -4.70872 -6.41229
C 3.12058 -3.58671 -7.01818
C 2.50605 -2.25912 -6.69950
O 2.92087 -1.26256 -7.26164
C 1.42270 -2.21974 -5.72112
C 1.01613 -3.34195 -5.11901
C 1.64858 -4.66566 -5.41718
O 1.25350 -5.65309 -4.82762
O 0.02451 -3.34238 -4.21872
O 4.09295 -3.59316 -7.93517
H 3.15175 -5.67296 -6.63165
H 0.97495 -1.25702 -5.51264
H -0.07192 -4.27314 -3.93682
H 4.19817 -2.66433 -8.21724
*
```

Calculated values
Frontier orbital gap ... 0.2679 Ha

Below is one molecule with the formula C41H37FN2O5S2, with properties calculated with ωB97M-V/def2-TZVPD.

Geometry as ORCA input:
```
! wB97M-V def2-TZVPD RIJCOSX def2/J DEFGRID3
* xyz 0 1
C 1.02033 4.89846 1.71536
N 1.03828 3.83907 0.73198
C 1.77859 3.95127 -0.41725
O 2.48186 4.90638 -0.72692
C 1.57516 2.66469 -1.20011
C 2.88663 1.88259 -1.27265
C 3.39648 1.58929 0.11881
C 4.39603 2.35433 0.72673
C 4.82196 2.04432 2.01895
C 4.27464 0.95750 2.70994
C 3.29236 0.17740 2.10007
C 2.86190 0.51822 0.82283
N 0.53612 1.97828 -0.42669
C -0.01106 0.78596 -0.84898
C -0.32638 -0.28173 -0.07897
C -1.08371 -1.48744 -0.60365
C -2.53635 -1.61546 -0.06540
C -3.42349 -2.54290 -0.62659
C -4.69585 -2.74359 -0.07419
C -5.13417 -1.92191 0.97687
C -4.29448 -0.90170 1.43957
C -2.98609 -0.78390 0.95689
C -0.36268 -2.76909 -0.40376
F -1.04990 -3.86979 -0.91758
S -0.06552 -3.13888 1.44771
O 0.92715 -2.17882 1.88929
O -1.35772 -3.19924 2.09290
C 0.68022 -4.74295 1.70872
C 1.97518 -4.85170 2.21150
C 2.53385 -6.12311 2.37606
C 1.78926 -7.26800 2.07050
C 0.48129 -7.13450 1.59134
C -0.09468 -5.87029 1.46049
S 1.41148 -2.90918 -1.09927
O 2.29220 -1.84464 -0.67102
O 1.76422 -4.28634 -0.79497
C 1.45843 -2.82067 -2.88458
C 1.43757 -4.03391 -3.57096
C 1.57229 -4.03652 -4.95917
C 1.74341 -2.82982 -5.64711
C 1.81630 -1.62244 -4.94268
C 1.70138 -1.61236 -3.54794
C 0.06927 2.74645 0.73372
C -1.34117 3.25903 0.64807
C -1.66067 4.46618 0.14010
C -2.94639 5.13455 0.27960
C -3.21977 6.31021 -0.46255
C -4.42872 6.98466 -0.31107
C -5.39312 6.50886 0.59245
C -5.13785 5.34352 1.32946
C -3.92999 4.65943 1.17883
H 1.82195 5.60556 1.48052
H 0.06101 5.42997 1.71043
H 1.18772 4.48005 2.71603
H 1.17954 2.91418 -2.20105
H 2.74631 0.95658 -1.85060
H 3.60283 2.52290 -1.80078
H 4.80848 3.20623 0.18267
H 5.59273 2.65556 2.48815
H 4.60809 0.71418 3.71692
H 2.84214 -0.69208 2.57574
H 2.09601 -0.07659 0.34900
H -0.12052 0.66578 -1.93539
H -0.00915 -0.31983 0.96964
H -1.13639 -1.34012 -1.69915
H -3.10282 -3.10039 -1.50771
H -5.33438 -3.55218 -0.44551
H -6.12063 -2.07658 1.42191
H -4.62116 -0.21567 2.22182
H -2.31696 -0.02485 1.36724
H 2.53291 -3.94668 2.44151
H 3.56454 -6.20455 2.72482
H 2.22748 -8.26163 2.19702
H -0.10342 -8.00665 1.29964
H -1.12220 -5.74065 1.12779
H 1.33195 -4.95678 -3.00413
H 1.52830 -4.99069 -5.48435
H 1.81902 -2.83004 -6.73520
H 1.95558 -0.67976 -5.47406
H 1.80645 -0.69036 -2.97281
H 0.18257 2.12275 1.63621
H -2.10694 2.54383 0.94926
H -0.91125 5.01657 -0.44203
H -2.45697 6.67498 -1.15582
H -4.62506 7.88605 -0.89480
H -6.33765 7.04086 0.71549
H -5.88484 4.96727 2.02976
H -3.71936 3.76302 1.76717
*
```

Calculated values
Frontier orbital gap ... 0.3020 Ha
ΔE to the lowest compared entry with this formula, charge and spin ... 0.0 kJ/mol
SMILES string ... CN1C(=O)[C@@H](Cc2ccccc2)N(/C=C/[C@H](c2ccccc2)C(F)(S(=O)(=O)c2ccccc2)S(=O)(=O)c2ccccc2)[C@@H]1/C=C/c1ccccc1

Below is C41H37IrN7O3S as an isolated structure, with properties calculated with ωB97M-V/def2-TZVPD.

Geometry as ORCA input:
```
! wB97M-V def2-TZVPD RIJCOSX def2/J DEFGRID3
* xyz 2 2
Ir 1.34355 0.72151 1.91540
C -0.14446 -6.65199 3.36905
C 0.67894 -5.39555 3.40839
C 0.61741 -4.52998 4.50165
C 1.40670 -3.39400 4.55773
C 2.25497 -3.10247 3.49810
C 2.34110 -3.95009 2.40304
C 1.55221 -5.09078 2.36539
S 3.24599 -1.64250 3.54700
O 3.83499 -1.53237 4.84734
O 4.04621 -1.64994 2.36355
N 2.18395 -0.39477 3.41204
C 1.90404 0.50686 4.40998
C 2.07929 0.53089 5.79114
C 1.71949 1.69457 6.44297
C 1.21371 2.79725 5.75088
C 1.07812 2.71218 4.38724
N 1.40546 1.58085 3.75268
H -0.77721 -6.74103 4.24964
H 0.50139 -7.52984 3.32803
H -0.78413 -6.68139 2.48565
H -0.03925 -4.76459 5.32974
H 1.37817 -2.74742 5.42535
H 3.03547 -3.72246 1.60475
H 1.63682 -5.76913 1.52415
H 2.51234 -0.31081 6.30659
H 1.84810 1.75526 7.51558
H 0.94713 3.70625 6.26829
H 0.70429 3.52514 3.78013
C -8.32209 1.80470 -7.82822
O -7.83051 0.66763 -7.08326
C -6.89663 0.80583 -6.18301
C -6.28599 2.04445 -5.84826
C -5.31778 2.07099 -4.89076
C -4.91083 0.88549 -4.22439
C -5.53410 -0.34827 -4.57115
C -6.49875 -0.38897 -5.52263
C -3.90553 0.87634 -3.22991
N -3.49608 -0.22682 -2.58713
C -2.54298 0.17044 -1.74352
C -2.33281 1.56071 -1.84301
N -3.20283 1.98263 -2.78770
C -1.36025 2.26501 -1.06787
C -1.06567 3.63238 -1.15745
C -0.05478 4.14598 -0.38165
C 0.63144 3.30197 0.48920
N 0.33304 2.01169 0.61713
C -0.62500 1.47870 -0.16926
C -0.79851 0.03830 -0.08578
N 0.02571 -0.61511 0.76091
C -0.10828 -1.92892 0.90575
C -1.05662 -2.66442 0.19733
C -1.87783 -2.01902 -0.69744
C -1.75505 -0.63307 -0.84410
H -9.07543 1.40038 -8.49354
H -7.51301 2.24895 -8.40469
H -8.77073 2.52748 -7.14957
H -6.58508 2.95361 -6.34642
H -4.86345 3.02310 -4.64947
H -5.21955 -1.24675 -4.06081
H -6.98701 -1.31078 -5.80590
H -3.32074 2.92848 -3.11061
H -1.60673 4.27406 -1.84084
H 0.22197 5.18863 -0.43295
H 1.44394 3.66345 1.10605
H 0.56369 -2.40895 1.60300
H -1.11286 -3.73235 0.35264
H -2.61127 -2.55623 -1.28368
C 3.06918 -1.51283 -0.82029
N 3.13808 -0.42928 -1.78563
C 4.45898 -0.33046 -2.38143
C 2.59501 0.82260 -1.28603
C 3.36176 1.52014 -0.17049
C 4.51087 2.21506 -0.56423
C 5.35715 2.82788 0.33877
C 5.05756 2.76939 1.69044
C 3.90107 2.13220 2.10765
C 3.04488 1.50898 1.19485
H 3.43388 -2.42722 -1.28924
H 2.03042 -1.68559 -0.53751
H 3.66043 -1.32775 0.08867
H 4.69967 -1.28473 -2.84821
H 5.24927 -0.09654 -1.65552
H 4.45956 0.43262 -3.16118
H 1.57368 0.60523 -0.98172
H 2.53515 1.50606 -2.13918
H 4.73918 2.26678 -1.62282
H 6.24212 3.34350 -0.00811
H 5.71168 3.22825 2.41978
H 3.67059 2.11434 3.16293
*
```

Calculated values
Frontier orbital gap (alpha / beta) ... 0.2170 / 0.1190 Ha
ΔE to the lowest compared entry with this formula, charge and spin ... 0.0 kJ/mol
⟨S²⟩ ... 0.7905

Below is C41H37NO2P2S3V as an isolated structure, with properties calculated with ωB97M-V/def2-TZVPD.

Geometry as ORCA input:
```
! wB97M-V def2-TZVPD RIJCOSX def2/J DEFGRID3
* xyz -1 3
V -1.38567 1.25672 -0.24439
S -1.20866 0.66017 1.99156
P 0.80327 1.19688 1.49481
C 0.50949 1.33642 -0.18029
P 1.07584 0.20658 -1.33811
S -0.89767 -0.05550 -2.16827
C 2.09238 1.16282 -2.45327
C 2.57811 2.45349 -2.19587
C 3.50731 3.04173 -3.08421
C 3.96595 2.35508 -4.23736
C 3.45939 1.10724 -4.48816
C 2.55564 0.50868 -3.62649
C 1.91881 -1.30950 -1.01561
C 3.32159 -1.49311 -1.25256
C 3.80489 -2.74627 -1.58034
C 2.98891 -3.86684 -1.34736
C 1.69577 -3.72334 -0.78147
C 1.17170 -2.44176 -0.60443
C 0.94871 2.69085 2.49770
C 1.20484 2.54409 3.87830
C 1.13579 3.66953 4.70478
C 0.92987 4.94027 4.17549
C 0.76026 5.08587 2.81138
C 0.75468 3.96814 1.96699
C 2.24990 0.32865 2.10967
C 2.17485 -1.01166 2.54292
C 3.26140 -1.57640 3.19791
C 4.43232 -0.81723 3.37856
C 4.56600 0.43473 2.81662
C 3.49452 0.98580 2.11526
H 2.27580 2.98890 -1.29582
H 3.77930 4.09219 -2.93165
H 4.58902 2.84394 -5.00256
H 3.75137 0.61595 -5.44370
H 2.19448 -0.47260 -3.85968
H 3.96259 -0.61080 -1.24937
H 4.83396 -2.88869 -1.94637
H 3.31863 -4.85478 -1.67811
H 1.13062 -4.60829 -0.44995
H 0.15525 -2.35451 -0.23409
H 1.46544 1.57254 4.29065
H 1.31923 3.52536 5.78514
H 0.82412 5.80583 4.80852
H 0.66819 6.04854 2.31671
H 0.58712 4.11972 0.91018
H 1.29434 -1.62467 2.39292
H 3.13733 -2.59346 3.59180
H 5.26131 -1.27988 3.96789
H 5.49943 0.97052 2.92654
H 3.60753 1.98105 1.63840
C -4.13067 0.24543 0.77741
N -3.50596 1.30975 -0.04447
C -4.09540 1.16304 -1.41734
C -3.82361 2.65631 0.54253
C -3.02128 3.65681 -0.24292
C -3.56881 4.88223 -0.56887
C -2.91816 5.67172 -1.48591
C -1.65863 5.28227 -1.92206
C -1.05567 4.15122 -1.44625
C -1.77820 3.19770 -0.72280
H -5.21252 0.30426 0.60929
H -3.89995 0.40967 1.84406
H -3.74618 -0.72611 0.45140
H -5.12283 1.50622 -1.29966
H -4.10388 0.10529 -1.70498
H -3.54778 1.73604 -2.18166
H -3.56766 2.62130 1.60298
H -4.90214 2.83749 0.47382
H -4.52514 5.17743 -0.15940
H -3.42194 6.57304 -1.90035
H -1.09531 5.95480 -2.54277
H -0.03866 3.92351 -1.69483
O -3.23357 -9.47648 0.10185
C -2.19668 -8.64900 -0.31522
O -1.15280 -9.19970 -0.64526
C -2.37188 -7.19425 -0.25809
C -3.30776 -6.55316 0.53791
C -3.50089 -5.18360 0.44627
C -2.72612 -4.36101 -0.41498
S -2.83221 -2.70125 -0.65343
C -1.75957 -5.05151 -1.18500
C -1.54812 -6.38351 -1.08117
H -4.03950 -8.96531 0.28460
H -3.87199 -7.15184 1.26826
H -4.31781 -4.67353 0.92584
H -1.15447 -4.42785 -1.86031
H -0.77155 -6.83636 -1.73973
*
```

Calculated values
Frontier orbital gap (alpha / beta) ... 0.2155 / 0.2157 Ha
ΔE to the lowest compared entry with this formula, charge and spin ... 0.0 kJ/mol
⟨S²⟩ ... 2.0206

Below is C41H38AsFeIN4O2SSi as an isolated structure, with properties calculated with ωB97M-V/def2-TZVPD.

Geometry as ORCA input:
```
! wB97M-V def2-TZVPD RIJCOSX def2/J DEFGRID3
* xyz -2 5
Fe 0.98149 1.74516 1.23117
N -2.79402 1.90257 -2.07716
C -1.98674 1.68632 -0.91444
S -2.56931 0.16551 -0.10011
N -1.07349 3.11011 0.93453
N -0.64036 2.57699 2.10452
C -1.25033 2.44579 3.22184
C -0.63932 1.60137 4.24902
C -1.08793 1.71004 5.56323
C -0.62376 0.89858 6.58375
C 0.31903 -0.07639 6.26452
C 0.76879 -0.22533 4.96994
C 0.32669 0.59787 3.90631
O 0.77764 0.36910 2.71103
H -2.57097 1.19644 -2.77259
H -2.65134 2.80958 -2.48950
H -2.24052 2.87671 3.38863
H -1.83309 2.46947 5.78063
H -0.98198 1.02160 7.59859
H 0.70535 -0.72975 7.04064
H 1.49818 -0.98605 4.71831
C 5.06476 1.96222 -0.15475
Si 3.61694 0.76965 -0.43053
C 3.66467 -0.44849 1.00346
C 4.17465 -0.10728 -2.04103
N 1.99650 1.32758 -0.58115
C 1.59753 2.24701 -1.51885
C 2.45936 3.00291 -2.33038
C 2.02901 4.08203 -3.08722
C 0.70109 4.45715 -3.04837
C -0.20191 3.66516 -2.34149
C 0.20842 2.51802 -1.68786
O -0.59988 1.54895 -1.12286
C -2.30751 2.58650 0.39010
C -3.19593 3.75054 0.06659
C -4.49272 3.81324 0.38698
C -5.15804 2.69347 1.04617
C -4.48837 1.59361 1.41102
C -3.03327 1.42613 1.14564
H 5.96924 1.35024 -0.07983
H 4.94798 2.53055 0.76550
H 5.21145 2.66477 -0.97194
H 4.54546 -0.26074 1.61841
H 3.70110 -1.48781 0.67490
H 2.79042 -0.34116 1.65175
H 4.94000 -0.85401 -1.81196
H 4.62429 0.61709 -2.72141
H 3.37603 -0.60473 -2.58749
H 3.51290 2.78091 -2.29979
H 2.75025 4.65726 -3.65634
H 0.35292 5.35066 -3.55090
H -1.22084 4.00764 -2.28030
H -2.68338 4.59461 -0.38227
H -5.06675 4.71331 0.19844
H -6.21451 2.78534 1.27374
H -4.99089 0.79483 1.94599
H -2.51915 1.14074 2.05801
C 3.09621 -5.65793 -1.51224
C 3.51403 -4.34589 -1.68077
C 2.70884 -3.30161 -1.25271
C 1.46946 -3.54133 -0.66703
C 1.06100 -4.85910 -0.50177
C 1.87004 -5.90809 -0.91740
As 0.42491 -1.94269 -0.12491
C -1.19923 -2.95939 0.24899
C -1.53611 -3.55858 1.45044
C -2.72557 -4.27148 1.55267
C -3.57115 -4.37808 0.45497
C -3.24432 -3.76427 -0.74456
C -2.05731 -3.04819 -0.85203
C -1.61005 -2.28271 -2.03329
C -2.34467 -2.08892 -3.19971
C -1.83810 -1.27406 -4.20047
C -0.61210 -0.63720 -4.03723
C 0.12076 -0.81884 -2.87246
C -0.37171 -1.65242 -1.88286
H 3.72288 -6.47859 -1.83964
H 4.47046 -4.12779 -2.14039
H 3.05387 -2.28585 -1.38026
H 0.10234 -5.08094 -0.04932
H 1.53213 -6.92861 -0.77764
H -0.88509 -3.45736 2.31115
H -2.99889 -4.73461 2.49364
H -4.50064 -4.92899 0.54090
H -3.92418 -3.82969 -1.58560
H -3.32008 -2.54472 -3.31672
H -2.41686 -1.10885 -5.10204
H -0.24040 0.03354 -4.80242
H 1.03653 -0.26629 -2.70849
I 2.71721 3.53590 2.26632
*
```

Calculated values
Frontier orbital gap (alpha / beta) ... 0.1831 / 0.1982 Ha
ΔE to the lowest compared entry with this formula, charge and spin ... 321.0 kJ/mol
⟨S²⟩ ... 6.0147

M? In order: 1006.786; 720.888; 900.077; 784.845; 936.605 Da.
E? In order: -4068.03790; -2966.42284; -2695.61388; -4611.12538; -6439.60941 a.u..
F_max? In order: 3.91; 2.43; 1.61; 4.61; 0.54 eV Å⁻¹.